# 1
Density functional theory data (the ωB97M-V functional and the def2-TZVPD basis) for C6H10O in the gas phase at a distorted geometry.

Structure (XYZ):
```
17
Properties=species:S:1:pos:R:3:forces:R:3
C 2.0955 0.6666 0.2909 0.0 0.0 -0.1
C 0.7036 0.1789 0.5303 0.1 0.6 0.2
C -0.3428 -1.8305 0.1615 0.1 -0.2 -0.4
C -1.0310 -0.9232 -0.7506 -0.5 -0.1 0.0
C -1.6300 0.3472 -0.1560 0.0 0.0 0.0
C -0.3961 1.1785 0.2646 0.0 0.0 0.0
O 0.3831 -0.7588 -0.9162 0.0 -0.6 1.2
H 2.2098 1.2405 -0.6470 0.0 0.0 0.0
H 2.8272 -0.1516 0.2875 -0.2 0.2 0.0
H 2.3618 1.3315 1.1262 -0.1 -0.1 -0.1
H -0.4144 -1.7704 1.2476 0.3 0.3 -0.6
H 0.0080 -2.7768 -0.2360 -0.2 0.0 -0.1
H -1.5075 -1.3480 -1.6317 0.1 0.1 0.0
H -2.2775 0.0896 0.6914 0.2 0.1 -0.1
H -2.2441 0.8741 -0.8952 0.1 -0.1 0.1
H -0.1493 1.8946 -0.5440 0.0 -0.1 0.0
H -0.5962 1.7577 1.1766 0.1 -0.1 -0.2
```
Forces are in eV/Å.

The frontier orbital gap comes out at 7.500 eV. For the HOMO energy, the calculation gives -6.63 eV. Its spin multiplicity is 1. For the LUMO energy, the calculation gives 0.87 eV.

# 2
Density functional theory data (the ωB97M-V functional and the def2-TZVPD basis) for a molecular structure, C6H10O at a distorted geometry.

Structure (XYZ):
```
17
Properties=species:S:1:pos:R:3:forces:R:3
C 1.2423 -0.4671 -0.3973 -0.6 0.3 -0.5
C 0.6358 0.0844 0.8027 0.0 -0.1 0.5
C 0.1908 0.7976 -0.4790 0.4 -0.6 -0.7
C -1.2839 0.6044 -0.0650 0.3 0.0 -0.2
O -2.0527 -0.3452 -0.7907 -0.1 -0.2 -0.1
C -1.4917 -1.3844 0.0330 0.1 -0.6 0.2
C -0.8125 -0.3726 1.0015 -0.2 -0.1 0.4
H 2.3392 -0.3232 -0.4015 -0.9 0.6 -0.7
H 2.5896 1.5811 -0.7675 0.3 0.3 0.0
H 0.9871 -1.3729 -0.9224 -0.3 -0.3 0.5
H 1.2324 0.4928 1.6107 0.0 -0.2 0.1
H 2.0885 2.0949 -0.5852 0.4 0.2 0.1
H 0.4748 1.5012 -1.2350 0.4 0.8 0.6
H -1.8670 1.5038 0.2093 0.6 -0.2 -0.4
H -0.8412 -2.0435 -0.5498 -0.1 0.0 0.2
H -2.2918 -1.9588 0.5004 0.1 -0.1 0.0
H -1.1397 -0.3926 2.0359 -0.3 0.1 -0.1
```
Forces are in eV/Å.

The frontier orbital gap comes out at 10.197 eV. For the HOMO energy, the calculation gives -9.08 eV. Its spin multiplicity is 1. For the LUMO energy, the calculation gives 1.12 eV.

# 3
Density functional theory data (the ωB97M-V functional and the def2-TZVPD basis) for C6H10O in the gas phase.

Structure (XYZ):
```
17
Properties=species:S:1:pos:R:3:forces:R:3
C 1.1747 1.4077 0.8307 0.0 0.0 0.0
C 0.2719 0.3175 0.2807 0.0 0.0 0.1
C 0.6581 -0.3160 -1.0646 0.1 0.0 0.0
C -0.0636 -1.6356 -1.2901 0.1 0.3 -0.2
O -1.0516 -1.4143 -2.1337 0.1 -0.2 0.0
C -1.2175 0.4066 0.4632 -0.2 0.0 0.0
C -0.4164 -0.6139 1.2366 -0.1 -0.1 0.3
H 1.2657 2.2636 0.1511 -0.1 -0.2 0.0
H 0.7732 1.7936 1.7759 0.0 -0.1 -0.2
H 2.1859 1.0353 1.0382 -0.2 0.0 -0.1
H 1.7253 -0.5704 -1.0634 -0.1 0.1 0.1
H 0.4616 0.4071 -1.8680 0.0 -0.1 0.0
H -1.5134 -2.2571 -2.2687 0.1 0.2 0.0
H -1.6701 1.2097 1.0410 0.3 0.0 -0.1
H -1.8192 0.0874 -0.3809 0.0 0.0 0.2
H -0.3400 -0.4195 2.2976 0.2 0.1 0.0
H -0.4409 -1.6723 1.0009 -0.2 0.2 -0.1
```
Forces are in eV/Å.

The frontier orbital gap comes out at 9.326 eV. For the HOMO energy, the calculation gives -8.45 eV. Its spin multiplicity is 1. For the LUMO energy, the calculation gives 0.87 eV.

# 4
Density functional theory data (the ωB97M-V functional and the def2-TZVPD basis) for C6H10O in the gas phase.

Structure (XYZ):
```
17
Properties=species:S:1:pos:R:3:forces:R:3
C -2.1463 0.2222 -0.2686 0.0 0.0 0.0
C -0.7948 0.2802 0.4251 -0.2 -0.1 0.1
C -0.1049 -1.1153 0.4450 0.0 0.0 -0.1
C 1.1983 -1.1585 -0.3074 0.1 0.1 0.0
C 1.9172 -0.0547 -0.4808 -0.1 -0.1 0.0
C 1.3307 1.2546 -0.0249 0.2 0.0 0.0
O -0.0605 1.2780 -0.2645 0.0 0.0 -0.1
H -2.8272 -0.4553 0.2574 0.1 0.1 -0.1
H -2.0139 -0.1384 -1.2951 0.0 0.0 0.2
H -2.5969 1.2183 -0.3102 0.1 -0.1 0.0
H -0.9295 0.6130 1.4680 0.0 0.0 -0.1
H -0.7890 -1.8780 0.0543 0.1 0.1 0.0
H 0.0979 -1.3998 1.4865 -0.1 0.0 -0.1
H 1.5481 -2.1236 -0.6682 0.0 0.1 0.1
H 2.8807 -0.0691 -0.9846 -0.1 0.0 0.1
H 1.5378 1.4279 1.0473 0.0 0.0 -0.1
H 1.7523 2.0985 -0.5793 -0.1 -0.1 0.1
```
Forces are in eV/Å.

The frontier orbital gap comes out at 10.501 eV. For the HOMO energy, the calculation gives -9.36 eV. Its spin multiplicity is 1. For the LUMO energy, the calculation gives 1.14 eV.

# 5
Density functional theory data (the ωB97M-V functional and the def2-TZVPD basis) for 2 unconnected molecules or ions with the total composition C6H10O.

Structure (XYZ):
```
17
Properties=species:S:1:pos:R:3:forces:R:3
C 2.3282 0.5386 0.4216 0.0 0.1 0.1
C 1.4976 -0.6819 0.1640 0.0 -0.2 0.2
C 0.2800 -0.9053 0.6508 0.2 -0.1 -0.2
O -0.4444 0.0140 1.3510 0.2 0.0 -0.1
C -1.8048 0.0741 0.9260 -0.3 0.0 0.2
C -2.1852 0.5602 -0.4180 -0.2 -0.2 0.0
C -2.2716 -0.7224 -0.2281 -0.1 0.1 -0.1
H 3.2711 0.2303 0.8860 -0.1 0.1 0.0
H 1.8137 1.2231 1.1011 0.1 -0.1 -0.1
H 2.5818 1.0848 -0.4953 -0.1 -0.1 0.1
H 1.9329 -1.4845 -0.4255 0.0 0.0 0.2
H -0.2094 -1.8694 0.5168 0.0 0.2 -0.1
H -2.4238 0.2827 1.7971 0.1 -0.1 -0.1
H -2.3066 1.4044 -1.0783 0.0 -0.1 0.1
H -2.4731 -1.7035 -0.6287 -0.1 0.1 0.1
H 0.3851 0.8866 -1.1412 -0.1 0.2 -0.1
H -0.0863 1.4509 -1.2457 0.2 0.1 -0.1
```
Forces are in eV/Å.

The frontier orbital gap comes out at 9.833 eV. For the HOMO energy, the calculation gives -8.61 eV. Its spin multiplicity is 1. For the LUMO energy, the calculation gives 1.22 eV.

# 6
Density functional theory data (the ωB97M-V functional and the def2-TZVPD basis) for C6H10O in the gas phase at a distorted geometry.

Structure (XYZ):
```
17
Properties=species:S:1:pos:R:3:forces:R:3
C 2.2920 0.0445 0.0936 0.0 0.0 0.0
C 0.8090 -0.1644 0.0359 -0.1 -0.2 0.0
C 0.1241 -1.1872 0.5433 0.1 0.0 0.0
C -1.3683 -1.0604 0.3931 0.0 -0.1 0.0
C -1.5301 0.1825 -0.5068 0.1 -0.1 -0.2
C -0.1191 0.8546 -0.5893 -0.2 -0.5 -0.2
O -0.1219 2.0713 0.1448 -0.2 0.0 0.0
H 2.5333 0.9523 0.6594 -0.1 -0.1 -0.1
H 2.7186 0.1666 -0.9097 -0.1 0.0 0.1
H 2.7908 -0.8025 0.5770 -0.1 0.1 -0.1
H 0.5815 -2.0336 1.0482 0.0 0.1 0.0
H -1.8424 -0.9387 1.3794 0.1 0.0 -0.2
H -1.8256 -1.9458 -0.0595 0.1 0.0 0.1
H -1.8491 -0.0760 -1.5171 0.0 -0.2 0.1
H -2.3330 0.8404 -0.1198 0.5 0.0 -0.2
H 0.1658 1.0899 -1.6256 0.0 -0.1 0.2
H -1.0255 2.0066 0.4530 0.0 1.0 0.7
```
Forces are in eV/Å.

The frontier orbital gap comes out at 10.194 eV. For the HOMO energy, the calculation gives -9.16 eV. Its spin multiplicity is 1. For the LUMO energy, the calculation gives 1.03 eV.

# 7
Density functional theory data (the ωB97M-V functional and the def2-TZVPD basis) for C6H10O in the gas phase at a distorted geometry.

Structure (XYZ):
```
17
Properties=species:S:1:pos:R:3:forces:R:3
C -2.1361 -0.3029 0.1774 1.8 1.8 -1.1
C -1.0023 0.8572 -0.3356 -2.8 -1.9 -1.2
C 0.0358 1.4446 0.5604 -3.5 -2.4 3.9
C 0.4460 0.5073 -0.4787 0.3 -0.4 -1.0
C 0.9838 -0.8709 -0.1803 0.0 0.0 0.0
C 2.4840 -0.9116 -0.0134 0.3 0.3 -0.1
O 3.2253 0.0286 -0.1851 -0.4 -0.6 0.1
H -3.0924 0.1867 0.3803 0.2 0.0 0.0
H -1.8528 -0.8973 1.0551 0.2 0.3 -0.1
H -2.2524 -0.9913 -0.6643 -0.1 0.1 0.1
H -1.5043 1.4746 -1.0741 0.4 -0.1 -0.3
H 0.1957 2.5043 0.6537 0.2 -0.1 0.1
H -0.6305 0.7714 1.4050 3.5 2.6 -0.5
H 0.9274 0.9887 -1.3298 0.0 -0.1 0.1
H 0.7369 -1.5850 -0.9846 0.0 0.1 0.1
H 0.5457 -1.2949 0.7357 0.0 0.1 -0.2
H 2.8902 -1.9095 0.2785 0.0 0.2 -0.1
```
Forces are in eV/Å.

The frontier orbital gap comes out at 10.535 eV. For the HOMO energy, the calculation gives -9.49 eV. Its spin multiplicity is 1. For the LUMO energy, the calculation gives 1.04 eV.

# 8
Density functional theory data (the ωB97M-V functional and the def2-TZVPD basis) for C6H10O in the gas phase.

Structure (XYZ):
```
17
Properties=species:S:1:pos:R:3:forces:R:3
C -0.9689 2.1386 0.9576 0.0 -0.2 -0.5
C -0.7288 1.2203 0.2123 0.0 0.1 0.7
C -0.4583 -0.2208 -0.0432 0.1 -0.2 0.0
C -1.5354 -0.9124 -0.8806 -0.1 0.0 -0.1
O -0.5161 -0.7931 1.2684 -0.1 -0.3 0.3
C 0.9596 -0.5361 -0.5394 0.0 0.0 -0.1
C 2.0510 0.3335 0.0775 0.0 0.0 0.0
H -1.1829 2.8808 1.6898 0.0 0.2 -0.3
H -2.5268 -0.5607 -0.5776 0.1 -0.1 0.0
H -1.4309 -0.7418 -1.9545 0.1 0.1 0.1
H -1.4615 -1.9870 -0.6730 0.0 0.2 -0.2
H -1.3165 -0.4369 1.6742 0.2 -0.1 0.1
H 1.1327 -1.5931 -0.2880 -0.1 0.3 -0.1
H 0.9833 -0.4601 -1.6297 0.0 0.0 0.0
H 3.0415 -0.0767 -0.1393 -0.1 0.0 0.0
H 1.9282 0.3910 1.1624 0.1 0.0 -0.1
H 2.0297 1.3545 -0.3168 -0.1 -0.1 0.1
```
Forces are in eV/Å.

The frontier orbital gap comes out at 11.023 eV. For the HOMO energy, the calculation gives -10.07 eV. Its spin multiplicity is 1. For the LUMO energy, the calculation gives 0.96 eV.

# 9
Density functional theory data (the ωB97M-V functional and the def2-TZVPD basis) for C6H10O in the gas phase.

Structure (XYZ):
```
17
Properties=species:S:1:pos:R:3:forces:R:3
C -2.4172 0.1006 0.0831 -0.1 -0.1 0.0
C -1.0100 0.6810 -0.0617 0.1 0.1 -0.1
C 0.0569 -0.2435 0.4437 -0.1 0.0 0.1
C 2.1013 0.7904 -0.6099 0.1 0.1 -0.1
O -0.3226 -0.9395 1.5060 0.2 -0.1 -0.1
C 1.3265 -0.4099 -0.1397 0.1 -0.1 -0.1
C 1.5579 -1.6996 -0.5656 -0.1 0.2 0.2
H -3.1628 0.7789 -0.3401 0.1 -0.1 0.1
H -2.6570 -0.0724 1.1347 0.0 0.0 -0.2
H -2.4919 -0.8579 -0.4401 0.0 0.1 0.1
H -0.9270 1.6218 0.5027 0.0 -0.1 0.0
H -0.7850 0.9265 -1.1041 0.0 0.0 0.2
H 3.0624 0.4479 -0.9996 -0.1 0.0 0.0
H 1.5859 1.3485 -1.4020 0.1 -0.1 0.1
H 2.2784 1.4854 0.2200 0.0 -0.1 -0.1
H 0.4598 -1.4373 1.8063 -0.2 0.0 -0.1
H 0.8703 -2.4538 -0.1352 0.1 0.2 0.1
```
Forces are in eV/Å.

The frontier orbital gap (spin up / spin down) comes out at 7.613 / 7.614 eV. For the HOMO energy (spin up / spin down), the calculation gives -7.45 / -7.45 eV. Its spin multiplicity is 1. For the LUMO energy (spin up / spin down), the calculation gives 0.16 / 0.16 eV.

# 10
Density functional theory data (the ωB97M-V functional and the def2-TZVPD basis) for C6H10O in the gas phase.

Structure (XYZ):
```
17
Properties=species:S:1:pos:R:3:forces:R:3
O 1.2997 -0.8388 1.8410 -0.5 -0.1 0.3
C 0.1162 -1.0731 1.9379 0.4 0.0 -0.1
C -0.9839 -0.2187 1.3463 0.0 -0.1 -0.2
C -0.9878 -0.5309 -0.2216 0.0 -0.1 0.1
C -0.3851 0.5683 -1.1106 -0.2 0.1 0.3
C 0.7606 1.2726 -0.4634 0.1 0.3 0.2
C 0.9973 0.5717 -1.7578 0.0 -0.1 -0.1
H -0.2147 -2.0248 2.4069 0.0 0.1 0.0
H -1.9183 -0.4767 1.8693 0.1 -0.1 -0.5
H -0.7917 0.8380 1.5830 0.0 -0.3 -0.4
H -2.0094 -0.7569 -0.5405 0.2 0.0 0.0
H -0.3988 -1.4461 -0.3674 -0.2 0.0 0.0
H -1.0950 1.1634 -1.6876 0.0 -0.1 0.4
H 0.7287 2.3482 -0.3669 0.3 0.1 -0.2
H 1.1257 0.7282 0.4002 0.1 0.4 -0.1
H 1.1309 1.2112 -2.6302 -0.3 -0.3 0.1
H 1.6310 -0.3130 -1.7734 -0.2 0.1 0.2
```
Forces are in eV/Å.

The frontier orbital gap comes out at 10.846 eV. For the HOMO energy, the calculation gives -9.79 eV. Its spin multiplicity is 1. For the LUMO energy, the calculation gives 1.06 eV.